[1]
{"formula": "C5H11NSi", "method": "wB97M-V/def2-TZVPD", "species": ["Si", "N", "C", "C", "C", "C", "C", "H", "H", "H", "H", "H", "H", "H", "H", "H", "H", "H"], "xyz": [[-0.01155, 0.14679, -0.32617], [1.33296, -0.83975, -0.77852], [-1.56999, -0.61925, -0.97383], [0.24309, 0.46494, 1.62560], [0.36815, -0.79876, 2.21112], [0.57081, -1.94159, 2.49311], [0.08455, 1.87563, -1.01189], [-1.48994, -0.72960, -2.11055], [1.04163, 1.99537, -1.61840], [-1.74501, -1.58623, -0.55642], [-0.92797, 1.98124, -1.59711], [1.26334, -1.08052, -1.75166], [-0.61395, 1.08158, 1.90144], [0.48521, -2.97140, 2.44132], [2.24856, -0.55279, -0.50193], [1.19430, 1.04165, 1.63286], [0.11871, 2.57966, -0.30921], [-2.59290, -0.04696, -0.76975]], "smiles": "C#CC[Si](C)(C)N", "homo_energy_ev": -8.783, "lumo_ev": 0.74}

=====

[2]
{"formula": "C5H11NiO4", "method": "wB97M-V/def2-TZVPD", "species": ["Ni", "O", "O", "O", "O", "C", "C", "C", "C", "C", "H", "H", "H", "H", "H", "H", "H", "H", "H", "H", "H"], "xyz": [[0.33482, 0.54431, 0.85568], [-0.82068, 2.05460, 1.07827], [0.95985, -1.29789, 0.65324], [-1.18934, -0.15464, -0.37944], [2.06541, 1.09623, 0.35217], [-2.35590, 0.65030, -0.14619], [-1.83132, 2.05721, 0.13169], [-1.25420, -1.51094, -0.20390], [0.11573, -2.10454, -0.11219], [3.01381, -0.19014, -0.11749], [-2.89082, 0.23835, 0.72235], [3.30673, -0.69459, 0.81624], [0.02638, -3.12735, 0.30196], [-3.01273, 0.60892, -1.02762], [-1.46743, 2.47737, -0.83174], [3.43778, 0.34082, -0.98771], [3.26071, -1.10637, -0.67020], [-2.70214, 2.67206, 0.43509], [2.58832, 1.69008, 0.89479], [0.53676, -2.21758, -1.14018], [-2.12173, -2.02621, -0.62483]], "homo_energy_ev": [-7.480, -8.463], "lumo_ev": [0.20, 0.01], "multiplicity": 4}

=====

[3]
{"formula": "C5H11O", "method": "wB97M-V/def2-TZVPD", "species": ["O", "C", "C", "C", "C", "C", "H", "H", "H", "H", "H", "H", "H", "H", "H", "H", "H"], "xyz": [[-2.28771, 1.69150, 1.61904], [0.62100, -0.96706, -1.03705], [0.85602, -1.88987, 0.20127], [-1.06467, 1.39940, 1.22975], [0.51217, 0.52117, -0.60342], [-0.91143, 1.00593, -0.33262], [-0.10606, -1.89032, 0.70844], [-1.74430, 0.30258, -0.38177], [1.67104, -1.39423, 0.71995], [1.11054, 0.63464, 0.31489], [-1.17117, 1.86394, -0.95476], [1.45786, -1.07586, -1.73483], [-0.60562, 0.47360, 1.71144], [-0.30192, -1.20031, -1.57135], [1.05732, 1.22438, -1.23924], [1.19073, -2.88929, -0.07586], [-0.28379, 2.18980, 1.42613]], "smiles": "CCCCC[O-]", "total_charge": -1, "homo_energy_ev": -2.164, "lumo_ev": 3.93}

=====

[4]
{"formula": "C5H11O2", "method": "wB97M-V/def2-TZVPD", "species": ["O", "O", "C", "C", "C", "C", "C", "H", "H", "H", "H", "H", "H", "H", "H", "H", "H", "H"], "xyz": [[-1.73248, 2.02641, 0.96020], [-2.84315, 2.77864, -0.84010], [-1.99598, 2.14231, -0.23004], [0.62725, -1.47547, 0.68619], [1.02516, -1.23515, -0.75026], [1.30123, -0.52373, 1.69992], [-1.10619, 1.27848, -1.16265], [-0.43922, -1.21926, 0.83084], [0.84092, 0.45654, 1.74603], [0.49134, -1.91403, -1.48662], [-1.63075, 1.25395, -2.09508], [2.37036, -0.40364, 1.51677], [0.65993, -2.62858, 0.64360], [2.14152, -1.28969, -0.96707], [1.06523, -0.93028, 2.68879], [-0.16208, 1.74999, -1.11306], [-1.34306, 0.20322, -0.97835], [0.72996, -0.26969, -1.14912]], "total_charge": -1, "homo_energy_ev": -3.637, "lumo_ev": 3.78}

=====

[5]
{"formula": "C5H11O2", "method": "wB97M-V/def2-TZVPD", "species": ["O", "O", "C", "C", "C", "C", "C", "H", "H", "H", "H", "H", "H", "H", "H", "H", "H", "H"], "xyz": [[1.43649, 0.18440, -0.21519], [1.58194, 2.36103, 0.11055], [1.25706, 1.21121, 0.41049], [-1.74863, -0.81915, -2.80790], [0.77002, 0.97803, 1.94495], [-0.75823, -0.42967, -1.61852], [1.05140, -0.38117, 2.53368], [-1.11293, 0.29310, -0.90983], [-0.51487, -1.20805, -0.89336], [-0.36303, 1.14333, 1.80321], [1.06940, 1.85452, 2.59272], [0.20028, -0.01584, -1.90717], [-0.12227, -0.79769, 2.70004], [-2.14938, -0.01114, -3.37950], [-2.66933, -1.33096, -2.28655], [1.57198, -1.04959, 1.79278], [1.47883, -0.49360, 3.42319], [-0.97874, -1.48876, -3.29360]], "total_charge": -1, "homo_energy_ev": -3.861, "lumo_ev": 3.95}

=====

[6]
{"formula": "C5H11O2", "method": "wB97M-V/def2-TZVPD", "species": ["O", "O", "C", "C", "C", "C", "C", "H", "H", "H", "H", "H", "H", "H", "H", "H", "H", "H"], "xyz": [[2.40631, 2.82335, -1.51548], [1.71178, 0.67309, -1.48862], [-0.84524, -0.77569, 0.56714], [-0.85002, -2.31712, 0.31072], [2.01370, 1.77874, -0.96120], [1.87152, 1.73906, 0.57136], [-1.79485, -0.20409, -0.51363], [2.74713, 1.22267, 0.97358], [1.85168, 2.70713, 1.09038], [-1.29976, -0.60174, 1.54138], [-0.15976, -2.83865, 0.96692], [-0.67209, -2.41892, -0.76174], [-2.86368, -0.36581, -0.31993], [-1.77610, 0.89354, -0.56517], [0.13659, -0.37923, 0.33213], [-1.88058, -2.68894, 0.35381], [0.93785, 1.30793, 0.92246], [-1.53450, -0.55530, -1.50411]], "total_charge": -1, "homo_energy_ev": -3.901, "lumo_ev": 3.78}

=====

[7]
{"formula": "C5H11O2", "method": "wB97M-V/def2-TZVPD", "species": ["O", "O", "C", "C", "C", "C", "C", "H", "H", "H", "H", "H", "H", "H", "H", "H", "H", "H"], "xyz": [[1.63795, -1.38876, 1.99141], [0.39697, 0.51734, 1.98966], [-1.31702, -2.20037, 1.63697], [0.75097, 1.48680, -2.27700], [0.67978, -0.64779, 1.68128], [-0.33533, -1.43071, 0.68429], [0.18585, 2.35509, -1.17729], [-1.87169, -2.95558, 1.08289], [0.07537, 0.66662, -2.53438], [-0.83746, -0.89348, -0.11986], [0.88053, 2.03525, -3.22315], [-0.09247, 1.63208, -0.40676], [-0.66739, -2.64979, 2.38392], [0.32709, -2.23662, 0.36626], [-1.90476, -1.46100, 2.19004], [1.72270, 1.05748, -2.04452], [0.95336, 3.03179, -0.78274], [-0.58447, 3.08163, -1.44100]], "total_charge": -1, "homo_energy_ev": -3.779, "lumo_ev": 3.84}

=====

[8]
{"formula": "C5H11O2", "method": "wB97M-V/def2-TZVPD", "species": ["O", "O", "C", "C", "C", "C", "C", "H", "H", "H", "H", "H", "H", "H", "H", "H", "H", "H"], "xyz": [[2.26871, -0.11791, -0.44786], [0.67032, -1.29797, -1.55091], [-1.56566, -1.02733, 2.67026], [1.22098, -0.26718, -1.10082], [-2.96909, -0.75768, 2.09440], [0.31665, 0.99937, -1.31414], [0.87439, 2.40487, -1.06727], [-0.40057, 0.78541, -0.50357], [-3.59166, -0.21617, 2.80142], [-0.29910, 0.91792, -2.21001], [1.88629, 2.45143, -1.45394], [-3.47318, -1.68595, 1.82784], [-1.10438, -1.94301, 2.30212], [-0.90394, -0.23647, 2.31306], [0.20139, 3.13835, -1.51371], [-1.49520, -0.99138, 3.75808], [-2.81630, -0.14852, 1.21391], [0.97730, 2.61837, -0.02919]], "total_charge": -1, "homo_energy_ev": -3.779, "lumo_ev": 3.70}

=====

[9]
{"formula": "C5H11O2", "method": "wB97M-V/def2-TZVPD", "species": ["O", "O", "C", "C", "C", "C", "C", "H", "H", "H", "H", "H", "H", "H", "H", "H", "H", "H"], "xyz": [[1.08752, 0.02578, 1.34850], [1.78480, 1.31260, -0.38723], [-1.86883, 1.54264, 1.03682], [1.18426, -2.33579, -0.24405], [1.92752, -1.04415, -0.63269], [-2.01727, 1.40946, -0.49711], [1.54278, 0.23518, 0.20439], [0.22010, -2.15653, 0.24818], [-2.29780, 0.68281, 1.55400], [-1.70250, 0.40800, -0.77133], [0.91819, -3.00179, -1.06328], [-2.96319, 1.73012, -0.94434], [2.99463, -1.18036, -0.45550], [-1.31796, 2.12406, -0.94522], [-2.17799, 2.44934, 1.54217], [1.75932, -2.79257, 0.56833], [-0.78218, 1.44627, 1.12383], [1.70861, -0.85505, -1.68546]], "total_charge": -1, "homo_energy_ev": -3.964, "lumo_ev": 4.12}

=====

[10]
{"formula": "C5H11O2", "method": "wB97M-V/def2-TZVPD", "species": ["O", "O", "C", "C", "C", "C", "C", "H", "H", "H", "H", "H", "H", "H", "H", "H", "H", "H"], "xyz": [[2.95184, -1.16675, 1.49676], [-2.50610, 0.09224, -1.71988], [-0.50120, 0.03773, 0.69163], [1.95150, -0.28744, 1.45414], [-1.08657, 0.28511, -1.77807], [-0.52233, 0.95331, -0.53834], [0.72891, -0.86237, 0.68414], [-0.59220, -0.65007, -2.02159], [1.60290, 0.03265, 2.48426], [0.45182, 1.37404, -0.74344], [-1.16128, 1.81245, -0.31370], [-1.42341, -0.53810, 0.73868], [-0.91758, 0.95673, -2.62972], [0.74905, -1.91130, 0.99018], [2.24106, 0.70613, 1.00615], [-0.45361, 0.64733, 1.59782], [-2.65750, -0.59334, -1.06230], [1.14470, -0.88835, -0.33671]], "smiles": "[O-]CCCCCO", "total_charge": -1, "homo_energy_ev": -2.162, "lumo_ev": 3.47}

=====

Calculated relative energy (zero: lowest compared OMol25 entry of this formula, charge and spin) in order - 42.80 76.44 11.26 32.34 45.25 12.22 14.41 10.78 9.92 59.54 kcal/mol
Calculated total energy in order - -14729.8795 -54589.1647 -7409.9101 -9458.6268 -9458.0669 -9459.4991 -9459.4043 -9459.5616 -9459.5991 -9457.4471 eV